The following is a DFT calculation (the ωB97M-V functional and the def2-TZVPD basis) of a cluster of 2 separate species, C3H2ClNO in total.

Geometry (Å):
Cl (-2.466921, 0.261859, 1.207060)
O (0.913879, -1.640521, 1.633380)
N (-0.882666, -0.135887, 1.596350)
C (0.281686, 0.937490, -1.140910)
C (-0.005243, -0.943158, 1.541444)
C (0.922709, 0.268560, -1.849409)
H (-0.435893, 1.540441, -0.687512)
H (1.672449, -0.288784, -2.300402)

Cartesian forces (eV/Å) of the 2 atoms listed first:
1.1 -0.6 0.1
0.7 -0.5 -0.2

energy relative to the best compared isomer or geometry (same formula, charge and spin): 3.331 eV
SMILES string: O=C=NCl.C#C
E: -19199.311 eV

Here are the Löwdin charges for atoms 1 to 4, given in e: 0.64, 0.17, -0.38, -0.02